Density functional theory data (ωB97M-V with the def2-TZVPD basis set) for a 12-piece molecular cluster, C72H108F15N10O16 overall in a non-equilibrium geometry.

Results
Kohn-Sham gap   3.821 eV
HOMO level   -7.90 eV
Multiplicity   1
Total charge   +1
Energy   -164815.484 eV

Bonds (Å) are listed after each position.
Element x y z (Å)
1 C 3.52074 6.42726 -3.34953  C2 1.540, H10 1.101, H11 1.071, H12 1.095
2 C 3.12133 7.62092 -2.46158  C1 1.540, C3 1.544, H13 1.097, H14 1.124
3 C 1.64107 8.05952 -2.44096  C2 1.544, N4 1.494, H15 1.066, H16 1.079
4 N 0.78546 7.61980 -1.29750  C3 1.494, C5 1.451, C6 1.436, C9 1.534
5 C 1.11607 8.19702 -0.00770  N4 1.451, H17 1.090, H18 1.138, H19 1.108
6 C 0.84809 6.18624 -1.23551  N4 1.436, C7 1.504, H20 1.063, H21 1.068
7 C 0.04132 5.63660 -2.37912  C6 1.504, C8 1.554, H22 1.061, H23 1.104
8 C -1.10504 6.67472 -2.52602  C7 1.554, C9 1.533, H24 1.078, H25 1.117
9 C -0.66640 7.89590 -1.70999  N4 1.534, C8 1.533, H26 1.072, H27 1.084
10 H 3.10708 5.47153 -2.99184  C1 1.101
11 H 4.58148 6.33676 -3.46822  C1 1.071
12 H 3.13987 6.64974 -4.35147  C1 1.095
13 H 3.60048 8.51782 -2.87200  C2 1.097
14 H 3.44344 7.46155 -1.39672  C2 1.124
15 H 1.18649 7.69133 -3.33174  C3 1.066
16 H 1.53848 9.13216 -2.38763  C3 1.079
17 H 2.10663 7.82927 0.25976  C5 1.090
18 H 0.38254 7.64830 0.66721  C5 1.138
19 H 0.92669 9.28920 -0.00614  C5 1.108
20 H 0.33753 5.87942 -0.35505  C6 1.063
21 H 1.79917 5.70209 -1.18833  C6 1.068
22 H -0.36268 4.66227 -2.26361  C7 1.061
23 H 0.63939 5.60702 -3.30662  C7 1.104
24 H -1.94927 6.32315 -1.95487  C8 1.078
25 H -1.40276 7.02499 -3.54386  C8 1.117
26 H -1.21528 7.99628 -0.79482  C9 1.072
27 H -0.67564 8.86134 -2.20186  C9 1.084
28 C -3.03901 1.03121 3.39429  C29 1.545, H37 1.077, H38 1.066, H39 1.089
29 C -2.77341 0.56663 1.94494  C28 1.545, C30 1.563, H40 1.095, H41 1.129
30 C -1.49342 -0.32706 1.86901  C29 1.563, N31 1.524, H42 1.084, H43 1.102
31 N -1.28894 -1.14085 0.59671  C30 1.524, C32 1.515, C33 1.545, C36 1.509
32 C -1.68908 -0.37646 -0.64824  N31 1.515, H44 1.116, H45 1.132, H46 1.071
33 C -2.21547 -2.37042 0.72693  N31 1.545, C34 1.436, H47 1.109, H48 1.127
34 C -1.70140 -3.39111 -0.14221  C33 1.436, C35 1.533, H49 1.108, H50 1.108
35 C -0.18267 -3.19368 -0.20599  C34 1.533, C36 1.535, H51 1.061, H52 1.048
36 C 0.05110 -1.81068 0.41850  N31 1.509, C35 1.535, H53 1.102, H54 1.091
37 H -3.71674 1.86848 3.38402  C28 1.077
38 H -2.11982 1.36203 3.82177  C28 1.066
39 H -3.49648 0.23120 3.97430  C28 1.089
40 H -2.69628 1.43233 1.27824  C29 1.095
41 H -3.71864 0.02045 1.65729  C29 1.129
42 H -1.66722 -1.01436 2.68849  C30 1.084
43 H -0.57962 0.25673 2.06513  C30 1.102
44 H -0.88354 0.37233 -0.83833  C32 1.116
45 H -2.69143 0.11459 -0.45771  C32 1.132
46 H -1.68677 -1.06895 -1.46509  C32 1.071
47 H -3.27134 -2.03841 0.65954  C33 1.109
48 H -2.02566 -2.64014 1.80436  C33 1.127
49 H -2.11617 -3.35149 -1.16902  C34 1.108
50 H -1.89053 -4.41969 0.22370  C34 1.108
51 H 0.30218 -3.27055 -1.14675  C35 1.061
52 H 0.19669 -3.91042 0.45765  C35 1.048
53 H 0.78940 -1.17536 -0.09777  C36 1.102
54 H 0.34183 -2.06106 1.43951  C36 1.091
55 C 3.17851 -1.43222 1.76351  N56 1.486, H69 1.072, H70 1.133, H71 1.110
56 N 2.40298 -0.32300 2.37684  C55 1.486, C57 1.369, C61 1.337
57 C 1.68919 -0.56970 3.51833  N56 1.369, C58 1.372, H72 1.149
58 C 1.11123 0.47282 4.19693  C57 1.372, C59 1.406, H73 1.080
59 C 1.15205 1.75461 3.62174  C58 1.406, C60 1.378, C62 1.491
60 C 1.74890 1.95344 2.39625  C59 1.378, C61 1.403, H74 1.115
61 C 2.48852 0.89871 1.84093  N56 1.337, C60 1.403, H75 1.097
62 C 0.50321 2.85439 4.39128  C59 1.491, C63 1.373, C67 1.425
63 C 0.47885 4.18602 4.05733  C62 1.373, C64 1.369, H76 1.105
64 C -0.37617 5.07547 4.64970  C63 1.369, N65 1.346, H77 1.056
65 N -1.22740 4.76212 5.64377  C64 1.346, C66 1.359, C68 1.459
66 C -1.18950 3.48052 6.09397  N65 1.359, C67 1.386, H78 1.081
67 C -0.37409 2.54904 5.47131  C62 1.425, C66 1.386, H79 1.109
68 C -2.32910 5.65910 5.97791  N65 1.459, H80 1.059, H81 1.073, H82 1.127
69 H 2.59302 -2.29666 1.52122  C55 1.072
70 H 3.94507 -1.75647 2.53213  C55 1.133
71 H 3.63888 -1.10458 0.80777  C55 1.110
72 H 1.64234 -1.65058 3.90617  C57 1.149
73 H 0.68065 0.05916 5.09690  C58 1.080
74 H 1.75905 2.95771 1.91231  C60 1.115
75 H 3.16052 1.07846 0.99308  C61 1.097
76 H 1.10801 4.65440 3.27948  C63 1.105
77 H -0.64051 5.99995 4.21391  C64 1.056
78 H -1.87627 3.27831 6.90443  C66 1.081
79 H -0.54339 1.48711 5.74089  C67 1.109
80 H -2.07954 6.66339 5.75498  C68 1.059
81 H -2.60870 5.48307 6.99868  C68 1.073
82 H -3.22964 5.37175 5.36407  C68 1.127
83 C -4.87685 -4.77607 -4.08935  N84 1.444, H97 1.090, H98 1.111, H99 1.114
84 N -4.32437 -5.17886 -2.81692  C83 1.444, C85 1.381, C89 1.340
85 C -5.00421 -4.69314 -1.71768  N84 1.381, C86 1.383, H100 1.071
86 C -4.80028 -5.18648 -0.44208  C85 1.383, C87 1.467, H101 1.077
87 C -3.82224 -6.27350 -0.32846  C86 1.467, C88 1.395, C90 1.503
88 C -3.13116 -6.67822 -1.47047  C87 1.395, C89 1.391, H102 1.101
89 C -3.32998 -6.07076 -2.70536  N84 1.340, C88 1.391, H103 1.120
90 C -3.36454 -6.70895 1.03557  C87 1.503, C91 1.394, C95 1.402
91 C -2.04108 -6.42965 1.37160  C90 1.394, C92 1.383, H104 1.098
92 C -1.65005 -6.14380 2.66661  C91 1.383, N93 1.298, H105 1.046
93 N -2.44348 -6.50294 3.62971  C92 1.298, C94 1.349, C96 1.552
94 C -3.66354 -7.01917 3.37530  N93 1.349, C95 1.371, H106 1.066
95 C -4.17051 -7.12389 2.10529  C90 1.402, C94 1.371, H107 1.071
96 C -2.19300 -5.95327 5.05977  N93 1.552, H108 1.105, H109 1.102, H110 1.108
97 H -5.95598 -4.65512 -3.99529  C83 1.090
98 H -4.53753 -5.55697 -4.80330  C83 1.111
99 H -4.56118 -3.74050 -4.35184  C83 1.114
100 H -5.61592 -3.86104 -2.00220  C85 1.071
101 H -5.23992 -4.68564 0.40417  C86 1.077
102 H -2.30417 -7.40111 -1.39542  C88 1.101
103 H -2.64933 -6.26417 -3.57345  C89 1.120
104 H -1.29712 -6.19325 0.59876  C91 1.098
105 H -0.73638 -5.69105 2.89813  C92 1.046
106 H -4.23510 -7.38855 4.19518  C94 1.066
107 H -5.23566 -7.21600 2.03436  C95 1.071
108 H -1.19427 -5.51277 4.88716  C96 1.105
109 H -2.13712 -6.79101 5.77409  C96 1.102
110 H -2.98997 -5.18849 5.14598  C96 1.108
111 C 6.48079 0.93596 -2.55965  N112 1.463, H125 1.067, H126 1.120, H127 1.065
112 N 6.34075 -0.00332 -1.44638  C111 1.463, C113 1.325, C117 1.397
113 C 6.52891 0.35669 -0.18540  N112 1.325, C114 1.373, H128 1.105
114 C 6.48158 -0.56061 0.83532  C113 1.373, C115 1.415, H129 1.061
115 C 6.15335 -1.92959 0.69516  C114 1.415, C116 1.428, C118 1.393
116 C 6.07186 -2.28502 -0.68587  C115 1.428, C117 1.360, H130 1.078
117 C 6.08486 -1.35681 -1.68019  N112 1.397, C116 1.360, H131 1.068
118 C 5.90523 -2.88093 1.68188  C115 1.393, C119 1.438, C123 1.444
119 C 5.28838 -4.14836 1.39890  C118 1.438, C120 1.364, H132 1.028
120 C 4.87096 -5.07709 2.30673  C119 1.364, N121 1.406, H133 1.046
121 N 5.01920 -4.71831 3.65833  C120 1.406, C122 1.396, C124 1.313
122 C 5.55315 -3.47156 3.98808  N121 1.396, C123 1.372, H134 1.075
123 C 5.95435 -2.52384 3.08023  C118 1.444, C122 1.372, H135 1.079
124 C 4.44209 -5.42941 4.59932  N121 1.313, H137 1.097, H138 1.121
125 H 5.78912 0.77799 -3.35642  C111 1.067
126 H 7.48041 0.97982 -3.06360  C111 1.120
127 H 6.23134 1.89622 -2.17139  C111 1.065
128 H 6.78829 1.41963 -0.03214  C113 1.105
129 H 6.61382 -0.05401 1.75764  C114 1.061
130 H 5.78860 -3.23138 -1.11821  C116 1.078
131 H 5.88439 -1.51517 -2.71727  C117 1.068
132 H 5.16787 -4.54190 0.45655  C119 1.028
133 H 4.44143 -6.02110 2.16730  C120 1.046
134 H 5.59581 -3.35039 5.05573  C122 1.075
135 H 6.46051 -1.61365 3.36310  C123 1.079
136 H 0.86144 -5.84170 -5.09578  O179 0.990
137 H 3.99048 -6.35262 4.21486  C124 1.097
138 H 4.57636 -5.22242 5.69325  C124 1.121
139 N -4.48919 -3.96716 3.00681  O140 1.225, O141 1.249, O142 1.207
140 O -5.27982 -3.39698 2.26465  N139 1.225
141 O -4.83730 -4.27660 4.16607  N139 1.249
142 O -3.38879 -4.25292 2.60100  N139 1.207
143 N 1.22768 -4.11306 3.67872  O144 1.257, O145 1.263, O146 1.265
144 O 0.19290 -3.60452 3.17859  N143 1.257
145 O 2.18328 -3.39391 4.08334  N143 1.263
146 O 1.45184 -5.35790 3.67838  N143 1.265
147 C -4.80815 -0.15412 -1.61862  O148 1.459, O149 1.283, C150 1.595, H161 1.237
148 O -4.15525 1.01044 -2.20664  C147 1.459, C154 1.453
149 O -4.74723 -0.32543 -0.34857  C147 1.283
150 C -6.33020 -0.36079 -2.04954  C147 1.595, F151 1.340, F152 1.331, F153 1.384
151 F -6.54874 -1.67537 -1.91363  C150 1.340
152 F -7.27607 0.31852 -1.40505  C150 1.331
153 F -6.45814 -0.02452 -3.38546  C150 1.384
154 C -4.44900 2.32518 -1.66304  O148 1.453, C155 1.544, H159 1.119, H160 1.144
155 C -3.17648 3.11284 -2.04137  C154 1.544, H156 1.122, H157 1.089, H158 1.111
156 H -3.32593 4.22493 -2.04377  C155 1.122
157 H -2.21964 2.78976 -1.63413  C155 1.089
158 H -3.10558 2.88763 -3.12703  C155 1.111
159 H -4.70387 2.28347 -0.57457  C154 1.119
160 H -5.19866 2.86734 -2.33529  C154 1.144
161 H -4.33093 -1.10553 -2.24850  C147 1.237
162 C -1.51984 -4.34348 -4.82604  O163 1.497, O164 1.342, C165 1.603, H176 1.103
163 O -0.45942 -4.31522 -5.88231  C162 1.497, C169 1.386
164 O -1.27556 -5.08801 -3.73686  C162 1.342
165 C -1.62067 -2.77861 -4.49178  C162 1.603, F166 1.357, F167 1.366, F168 1.314
166 F -2.21744 -2.05623 -5.47403  C165 1.357
167 F -2.25810 -2.51229 -3.31311  C165 1.366
168 F -0.40971 -2.28857 -4.35029  C165 1.314
169 C -0.88302 -4.41597 -7.19774  O163 1.386, C170 1.556, H174 1.087, H175 1.046
170 C -0.22744 -3.25045 -7.99402  C169 1.556, H171 1.031, H172 1.096, H173 1.075
171 H -0.63674 -2.35764 -7.68173  C170 1.031
172 H 0.80836 -3.19138 -7.64140  C170 1.096
173 H -0.31076 -3.42597 -9.05101  C170 1.075
174 H -1.96913 -4.36788 -7.21069  C169 1.087
175 H -0.63194 -5.37048 -7.54426  C169 1.046
176 H -2.38747 -4.71074 -5.39972  C162 1.103
177 C 1.90127 -6.14470 -3.50960  O178 1.456, O179 1.423, C180 1.509, H191 1.109
178 O 2.77178 -5.00430 -3.26162  C177 1.456, C184 1.459
179 O 1.67171 -6.37347 -4.89496  H136 0.990, C177 1.423
180 C 2.76510 -7.27121 -2.99723  C177 1.509, F181 1.336, F182 1.350, F183 1.398
181 F 2.16749 -8.45329 -3.16957  C180 1.336
182 F 3.95788 -7.32888 -3.62726  C180 1.350
183 F 2.93419 -7.11332 -1.61828  C180 1.398
184 C 2.23679 -3.68804 -3.59113  O178 1.459, C185 1.572, H189 1.080, H190 1.137
185 C 3.22598 -2.60960 -3.01816  C184 1.572, H186 1.094, H187 1.083, H188 1.075
186 H 4.23379 -2.67027 -3.44024  C185 1.094
187 H 2.67339 -1.70062 -3.22213  C185 1.083
188 H 3.26739 -2.84173 -1.96917  C185 1.075
189 H 1.21804 -3.54668 -3.26322  C184 1.080
190 H 2.03807 -3.60142 -4.70766  C184 1.137
191 H 0.90474 -6.03090 -3.03756  C177 1.109
192 C 3.50890 2.58561 -1.39582  O193 1.445, O194 1.319, C195 1.551, H206 1.130
193 O 3.12077 3.71555 -0.58284  C192 1.445, C199 1.347
194 O 3.91302 1.47337 -0.81306  C192 1.319
195 C 2.21182 2.30143 -2.19645  C192 1.551, F196 1.352, F197 1.311, F198 1.344
196 F 2.46745 1.43992 -3.20700  C195 1.352
197 F 1.26250 1.83750 -1.41984  C195 1.311
198 F 1.74237 3.38944 -2.82987  C195 1.344
199 C 4.02825 4.12521 0.32413  O193 1.347, C200 1.525, H204 1.168, H205 1.115
200 C 3.51466 5.33090 1.10492  C199 1.525, H201 1.081, H202 1.075, H203 1.076
201 H 2.51961 5.13408 1.47769  C200 1.081
202 H 4.18989 5.56099 1.90927  C200 1.075
203 H 3.51095 6.19669 0.46541  C200 1.076
204 H 4.98206 4.48159 -0.24775  C199 1.168
205 H 4.38243 3.34109 1.03342  C199 1.115
206 H 4.28291 3.12611 -2.01602  C192 1.130
207 C -2.12732 5.81038 1.71206  O208 1.470, O209 1.288, C210 1.574, H221 1.077
208 O -3.23710 6.34138 2.51599  C207 1.470, C214 1.407
209 O -0.95811 6.26124 2.01034  C207 1.288
210 C -2.35979 4.27756 1.98327  C207 1.574, F211 1.337, F212 1.305, F213 1.344
211 F -2.38602 3.90871 3.26801  C210 1.337
212 F -3.42496 3.80835 1.39282  C210 1.305
213 F -1.27283 3.60292 1.57245  C210 1.344
214 C -3.64384 7.68119 2.38004  O208 1.407, C215 1.523, H219 1.115, H220 1.064
215 C -4.90503 7.97809 3.17997  C214 1.523, H216 1.068, H217 1.086, H218 1.115
216 H -4.81372 7.73176 4.21526  C215 1.068
217 H -5.09976 9.04555 3.14105  C215 1.086
218 H -5.81670 7.49320 2.76062  C215 1.115
219 H -3.87358 7.83213 1.29945  C214 1.115
220 H -2.85147 8.33853 2.64669  C214 1.064
221 H -2.43382 5.89304 0.68292  C207 1.077

Atom charges from the Mulliken analysis, given in e for atoms 1 to 6: C -1.099; C -0.482; C -0.728; N 0.547; C -0.478; C 0.564